{
  "formula": "C5H10O2",
  "method": "ωB97M-V/def2-TZVPD",
  "mol_weight_g_mol": 102.13,
  "smiles": "C=CCC=O.CO",
  "spin_multiplicity": 1,
  "e_above_lowest_kj_mol": 234.16,
  "e_lumo_ev": 0.65,
  "largest_force_ha_per_bohr": 0.012,
  "symbols": ["C", "O", "C", "C", "C", "C", "O", "H", "H", "H", "H", "H", "H", "H", "H", "H", "H"],
  "positions_angstrom": [[2.23935, 0.44538, 0.89378], [1.46840, -0.66824, 1.28917], [0.16985, -0.93106, -1.49266], [-0.93317, -0.18855, -1.44346], [-1.92486, -0.26317, -0.29629], [-1.66238, 0.90080, 0.63485], [-1.00525, 0.81592, 1.65062], [3.13178, 0.06734, 0.38330], [2.56807, 1.05903, 1.74826], [1.69824, 1.09531, 0.18850], [0.87923, -0.81930, -2.31287], [0.41548, -1.63421, -0.69468], [-1.14431, 0.55468, -2.21734], [-2.95612, -0.20543, -0.67135], [-1.80384, -1.19801, 0.26505], [-2.05415, 1.89124, 0.31041], [0.61745, -0.32715, 1.60969]],
  "forces_ev_per_a": [[0.268, 0.252, -0.140], [-0.200, 0.087, 0.235], [-0.174, 0.138, -0.029], [0.095, -0.011, -0.002], [-0.019, -0.113, 0.080], [0.311, -0.002, 0.214], [-0.401, 0.075, -0.493], [-0.150, 0.055, 0.107], [-0.111, -0.170, -0.157], [0.072, -0.122, 0.124], [-0.181, -0.068, 0.196], [-0.060, 0.183, -0.317], [0.087, -0.234, 0.156], [0.201, 0.032, 0.058], [0.049, 0.225, -0.122], [0.044, -0.204, 0.105], [0.170, -0.121, -0.015]],
  "lowdin_charge": [-0.179, -0.148, 0.010, -0.184, -0.164, -0.238, 0.035, 0.079, 0.079, 0.070, 0.066, 0.066, 0.101, 0.114, 0.123, 0.130, 0.038]
}

***

{
  "formula": "C5H10O2",
  "method": "ωB97M-V/def2-TZVPD",
  "mol_weight_g_mol": 102.13,
  "smiles": "C/C=C\\O.CC=O",
  "spin_multiplicity": 1,
  "e_above_lowest_kj_mol": 246.93,
  "e_lumo_ev": 0.87,
  "largest_force_ha_per_bohr": 0.019,
  "symbols": ["C", "C", "O", "C", "C", "C", "O", "H", "H", "H", "H", "H", "H", "H", "H", "H", "H"],
  "positions_angstrom": [[2.12750, -0.05467, -0.50154], [1.14823, -0.43608, 0.56707], [-0.14721, 1.70198, -0.60220], [-1.15227, 1.03658, -0.52775], [-1.84382, 0.69645, 0.74118], [0.12340, -1.27302, 0.43188], [-0.39309, -1.75811, -0.74129], [2.28007, 1.02566, -0.57414], [1.84172, -0.41337, -1.49752], [3.08620, -0.52488, -0.25496], [1.30725, -0.00568, 1.55265], [-1.73279, 0.75208, -1.43024], [-2.48002, 1.59410, 0.69083], [-1.21349, 0.73708, 1.63046], [-2.46469, -0.20512, 0.71377], [-0.45512, -1.62991, 1.27823], [-0.03187, -1.24308, -1.47644]],
  "forces_ev_per_a": [[0.037, -0.031, -0.066], [0.068, -0.434, 0.079], [-0.482, -0.134, -0.241], [0.344, 0.150, -0.179], [-0.373, 0.622, 0.041], [0.381, -0.048, 0.338], [0.131, 0.068, -0.188], [-0.087, -0.165, 0.068], [0.042, 0.059, 0.139], [-0.017, 0.118, -0.137], [0.101, -0.315, -0.036], [0.207, 0.003, -0.111], [-0.549, -0.215, 0.748], [-0.105, 0.128, -0.270], [0.161, 0.286, -0.161], [0.055, 0.130, -0.109], [0.085, -0.223, 0.084]],
  "lowdin_charge": [-0.097, -0.181, 0.032, -0.357, -0.066, -0.268, -0.005, 0.072, 0.071, 0.078, 0.110, 0.129, 0.099, 0.086, 0.090, 0.118, 0.088]
}

***

{
  "formula": "C5H10O2",
  "method": "ωB97M-V/def2-TZVPD",
  "mol_weight_g_mol": 102.13,
  "spin_multiplicity": 1,
  "e_above_lowest_kj_mol": 401.23,
  "e_lumo_ev": 0.78,
  "largest_force_ha_per_bohr": 0.010,
  "symbols": ["C", "O", "C", "C", "C", "C", "O", "H", "H", "H", "H", "H", "H", "H", "H", "H", "H"],
  "positions_angstrom": [[2.36887, 0.91532, -0.04478], [1.12969, 0.75088, 0.64843], [0.95161, -0.42703, 1.20767], [-0.52854, -0.54011, 1.48240], [-1.00354, -0.96798, 0.06900], [-1.54092, 0.20245, -0.75237], [-1.58852, -0.08873, -2.13633], [2.18450, 0.71077, -1.10506], [3.10280, 0.20776, 0.34595], [2.69072, 1.95113, 0.07435], [-0.12473, -1.37694, -0.46073], [-0.73159, -1.31436, 2.22635], [-1.00412, 0.39969, 1.79719], [-1.72414, -1.78889, 0.10529], [-2.57067, 0.43336, -0.46071], [-0.93598, 1.09910, -0.55399], [-0.67544, -0.16643, -2.44270]],
  "forces_ev_per_a": [[0.315, 0.100, -0.160], [-0.049, -0.391, 0.177], [-0.281, 0.409, -0.054], [0.078, -0.056, 0.125], [-0.002, -0.115, -0.120], [-0.067, 0.107, 0.356], [0.245, -0.020, -0.181], [0.088, 0.062, 0.173], [-0.086, 0.128, -0.025], [-0.027, -0.134, 0.037], [-0.196, -0.013, -0.016], [0.078, 0.119, -0.162], [0.095, -0.109, -0.106], [0.025, 0.147, 0.060], [0.139, -0.042, 0.017], [-0.118, -0.159, -0.080], [-0.239, -0.033, -0.043]],
  "lowdin_charge": [-0.066, -0.170, -0.044, -0.204, -0.189, -0.279, -0.066, 0.089, 0.083, 0.089, 0.104, 0.099, 0.114, 0.118, 0.124, 0.111, 0.083]
}

***

{
  "formula": "C5H10O2",
  "method": "ωB97M-V/def2-TZVPD",
  "mol_weight_g_mol": 102.13,
  "smiles": "CCO[C@@H](C)C=O",
  "spin_multiplicity": 1,
  "e_above_lowest_kj_mol": 164.84,
  "e_lumo_ev": 1.04,
  "largest_force_ha_per_bohr": 0.011,
  "symbols": ["C", "C", "O", "C", "C", "C", "O", "H", "H", "H", "H", "H", "H", "H", "H", "H", "H"],
  "positions_angstrom": [[-0.51282, 2.32272, 0.60669], [-0.54788, 0.87969, 1.08263], [-0.71010, 0.01696, -0.03644], [0.19489, -1.06772, -0.10679], [-0.35304, -2.04404, -1.13343], [1.54525, -0.52150, -0.54522], [2.56992, -0.63156, 0.08372], [-1.42176, 2.56680, 0.04702], [-0.43204, 3.00789, 1.45785], [0.34928, 2.48210, -0.04956], [0.37681, 0.64569, 1.62963], [-1.39012, 0.71593, 1.77009], [0.32295, -1.55590, 0.87029], [0.27858, -2.93482, -1.21140], [-1.36171, -2.34569, -0.83658], [-0.41564, -1.56946, -2.11900], [1.50743, 0.03292, -1.50950]],
  "forces_ev_per_a": [[-0.011, -0.002, -0.007], [0.064, 0.261, 0.250], [-0.034, -0.064, -0.095], [0.025, -0.169, 0.040], [-0.008, -0.050, -0.050], [0.328, -0.039, 0.199], [-0.458, 0.035, -0.307], [0.139, -0.052, 0.094], [-0.023, -0.114, -0.118], [-0.124, 0.002, 0.090], [-0.140, -0.024, -0.129], [0.141, 0.016, -0.108], [-0.052, 0.100, -0.102], [-0.071, 0.140, 0.037], [0.157, 0.025, -0.045], [0.015, -0.043, 0.149], [0.050, -0.023, 0.101]],
  "lowdin_charge": [-0.072, -0.263, -0.128, -0.391, -0.030, -0.216, 0.068, 0.078, 0.078, 0.075, 0.121, 0.121, 0.154, 0.090, 0.088, 0.087, 0.141]
}

***

{
  "formula": "C5H10O2",
  "method": "ωB97M-V/def2-TZVPD",
  "mol_weight_g_mol": 102.13,
  "spin_multiplicity": 1,
  "e_above_lowest_kj_mol": 384.22,
  "e_lumo_ev": 0.96,
  "largest_force_ha_per_bohr": 0.009,
  "symbols": ["C", "O", "C", "C", "O", "C", "C", "H", "H", "H", "H", "H", "H", "H", "H", "H", "H"],
  "positions_angstrom": [[-1.63512, -0.94979, 1.54636], [-1.03831, -0.63267, 0.32027], [0.42717, 1.49455, -1.08841], [1.24726, 1.42926, 0.17028], [2.42165, 1.79309, -0.62818], [1.56480, 1.80640, -1.71232], [-0.46266, -1.74823, -0.31277], [-0.88329, -1.29667, 2.27385], [-2.09285, -0.03132, 1.91805], [-2.41030, -1.72567, 1.44538], [-0.61011, 1.32706, -1.33052], [1.37958, 0.44462, 0.62625], [1.06165, 2.17647, 0.94786], [1.93581, 2.01854, -2.71071], [-1.22271, -2.33691, -0.85025], [0.27113, -1.36509, -1.02735], [0.04629, -2.40366, 0.41221]],
  "forces_ev_per_a": [[-0.168, -0.018, 0.301], [0.009, 0.035, -0.043], [0.054, 0.041, -0.103], [-0.116, -0.077, 0.425], [0.119, -0.012, -0.033], [-0.104, 0.016, -0.238], [0.120, -0.159, -0.149], [-0.140, 0.016, -0.096], [-0.004, -0.139, 0.047], [0.107, 0.122, -0.007], [0.212, 0.036, -0.007], [0.009, 0.117, -0.141], [0.012, -0.036, -0.170], [-0.088, -0.001, 0.190], [0.138, 0.056, 0.129], [-0.106, -0.126, 0.034], [-0.055, 0.130, -0.140]],
  "lowdin_charge": [-0.127, -0.278, -0.058, -0.167, -0.075, -0.145, -0.124, 0.089, 0.089, 0.090, 0.092, 0.113, 0.122, 0.116, 0.091, 0.081, 0.090]
}

***

{
  "formula": "C5H10O2",
  "method": "ωB97M-V/def2-TZVPD",
  "mol_weight_g_mol": 102.13,
  "smiles": "C=C/C=C/CO.O",
  "spin_multiplicity": 1,
  "e_above_lowest_kj_mol": 358.36,
  "e_lumo_ev": 0.66,
  "largest_force_ha_per_bohr": 0.070,
  "symbols": ["C", "C", "C", "O", "C", "C", "H", "H", "H", "H", "H", "H", "H", "H", "H", "H", "O"],
  "positions_angstrom": [[-0.59701, 1.40145, -0.77455], [0.14283, 2.49504, -0.47759], [0.61396, -2.23752, -1.35502], [1.92198, -1.92207, -0.80512], [-0.20518, -0.99781, -1.42784], [0.00432, 0.07439, -0.64364], [-1.66735, 1.53632, -0.60082], [1.20294, 2.26990, -0.55755], [-0.21506, 3.50757, -0.58192], [0.78586, -2.58178, -2.38353], [0.26154, -3.02051, -0.68605], [2.53840, -2.64320, -0.89903], [-1.01585, -1.17620, -2.13740], [1.09284, 0.16549, -0.53343], [-1.17045, 0.53083, 4.23279], [-1.96995, 1.74243, 4.67384], [-1.72383, 0.85569, 4.95686]],
  "forces_ev_per_a": [[-0.811, 1.132, 2.763], [0.171, -1.443, -1.955], [2.608, 0.278, -0.030], [-0.393, 0.827, 0.022], [-1.222, -0.756, 0.802], [1.609, 0.260, -3.201], [-0.106, -0.339, -0.911], [0.259, 0.707, 0.529], [-0.086, 0.032, 0.377], [-0.393, -0.378, 0.181], [-0.922, -0.074, -0.389], [-0.052, -0.450, -0.164], [-0.445, 0.527, 0.516], [-0.223, -0.321, 1.472], [-0.131, 0.012, 0.223], [-0.034, -0.013, 0.075], [0.170, 0.001, -0.311]],
  "lowdin_charge": [-0.189, 0.003, -0.239, -0.098, -0.083, -0.119, 0.095, 0.054, 0.049, 0.117, 0.120, 0.073, 0.112, 0.106, 0.035, 0.030, -0.065]
}

***

{
  "formula": "C5H10O2",
  "method": "ωB97M-V/def2-TZVPD",
  "mol_weight_g_mol": 102.13,
  "smiles": "CC(=O)C(C)(C)O",
  "spin_multiplicity": 1,
  "e_above_lowest_kj_mol": 81.04,
  "e_lumo_ev": 0.84,
  "largest_force_ha_per_bohr": 0.009,
  "symbols": ["C", "C", "O", "C", "C", "C", "O", "H", "H", "H", "H", "H", "H", "H", "H", "H", "H"],
  "positions_angstrom": [[-0.94568, -1.68489, -0.20027], [-0.89356, -0.25688, -0.67124], [-1.59780, 0.15860, -1.57144], [0.12046, 0.69053, -0.02578], [0.08131, 0.61520, 1.50282], [1.48995, 0.27549, -0.61791], [-0.20442, 2.00420, -0.40905], [0.05432, -2.08537, -0.00544], [-1.46467, -2.29935, -0.93722], [-1.49919, -1.71476, 0.74516], [-0.94572, 0.73310, 1.86607], [0.67610, 1.43308, 1.92007], [0.48079, -0.33150, 1.88153], [2.07826, 1.17834, -0.78973], [1.36427, -0.22389, -1.58628], [2.04687, -0.40084, 0.03805], [-0.84131, 1.90894, -1.13932]],
  "forces_ev_per_a": [[-0.025, -0.070, 0.001], [-0.208, 0.083, -0.249], [0.166, -0.206, 0.397], [0.014, -0.213, 0.104], [0.001, -0.031, 0.042], [0.102, -0.025, -0.022], [-0.068, 0.031, -0.174], [-0.135, 0.093, -0.035], [0.057, 0.080, 0.098], [0.063, -0.019, -0.102], [0.148, 0.024, -0.071], [-0.027, -0.118, -0.114], [-0.069, 0.127, -0.096], [-0.033, -0.077, 0.127], [0.067, 0.131, 0.099], [-0.112, 0.098, -0.060], [0.060, 0.091, 0.056]],
  "lowdin_charge": [0.003, -0.389, 0.092, -0.571, -0.019, -0.005, -0.010, 0.089, 0.091, 0.096, 0.094, 0.093, 0.082, 0.090, 0.092, 0.082, 0.090]
}

***

{
  "formula": "C5H10O2",
  "method": "ωB97M-V/def2-TZVPD",
  "mol_weight_g_mol": 102.13,
  "spin_multiplicity": 1,
  "e_above_lowest_kj_mol": 511.90,
  "e_lumo_ev": [0.43, 0.53],
  "largest_force_ha_per_bohr": 0.023,
  "symbols": ["C", "O", "C", "C", "O", "C", "C", "H", "H", "H", "H", "H", "H", "H", "H", "H", "H"],
  "positions_angstrom": [[1.99121, 1.23693, -0.50663], [0.70711, 1.06490, -0.50614], [0.04796, 0.06523, -1.04113], [0.78376, -1.23374, 1.03856], [-0.55422, -0.76850, 1.10946], [-1.07803, -0.40652, -0.17970], [-2.16222, 0.63664, 0.04747], [1.50105, -0.47884, 0.66578], [2.61322, 0.56239, -1.08640], [2.35031, 2.13283, -0.02958], [0.62690, -0.61887, -1.66210], [1.09905, -1.44007, 2.06007], [0.87443, -2.15224, 0.43844], [-1.51840, -1.29902, -0.65558], [-2.65584, 0.87308, -0.89969], [-2.91001, 0.27461, 0.75922], [-1.71627, 1.55118, 0.44794]],
  "forces_ev_per_a": [[1.084, 0.288, -0.445], [-0.711, 0.826, 0.367], [-0.306, -0.587, -0.473], [0.314, -0.225, 0.312], [0.155, 0.088, -0.057], [-0.104, -0.007, -0.189], [0.021, 0.066, -0.007], [-0.352, -0.562, 0.267], [-0.027, 0.102, 0.032], [-0.053, 0.025, -0.102], [-0.087, 0.116, 0.048], [-0.161, -0.200, 0.044], [-0.039, 0.099, 0.142], [0.144, 0.121, 0.064], [0.040, -0.038, 0.128], [0.149, -0.008, -0.097], [-0.067, -0.103, -0.031]],
  "lowdin_charge": [-0.032, -0.101, -0.125, -0.108, -0.145, -0.382, -0.036, 0.053, 0.087, 0.077, 0.125, 0.093, 0.098, 0.146, 0.083, 0.083, 0.083]
}

***

{
  "formula": "C5H10O2",
  "method": "ωB97M-V/def2-TZVPD",
  "mol_weight_g_mol": 102.13,
  "spin_multiplicity": 1,
  "e_above_lowest_kj_mol": 474.89,
  "e_lumo_ev": [0.02, 0.02],
  "largest_force_ha_per_bohr": 0.007,
  "symbols": ["C", "C", "O", "C", "C", "C", "O", "H", "H", "H", "H", "H", "H", "H", "H", "H", "H"],
  "positions_angstrom": [[-1.76098, 1.91383, 0.11149], [-1.07262, 0.59825, -0.03395], [0.23606, 0.62024, -0.04645], [0.91872, -0.54019, 0.03310], [0.49562, -1.71901, -0.78647], [2.32452, -0.31352, 0.34332], [3.18271, -1.17384, 0.28580], [-1.90905, 2.40440, -0.86006], [-2.74829, 1.76533, 0.55975], [-1.17991, 2.58256, 0.75201], [-0.88818, -0.47786, 1.38795], [-1.56527, -0.21311, -0.56725], [-0.12115, -0.83724, 1.41094], [1.31118, -2.44551, -0.75520], [-0.41787, -2.20097, -0.42195], [0.33263, -1.42695, -1.83420], [2.55242, 0.71826, 0.68338]],
  "forces_ev_per_a": [[0.001, 0.028, 0.050], [0.000, 0.007, -0.187], [-0.128, 0.065, 0.075], [0.136, -0.118, -0.089], [-0.030, -0.018, 0.046], [0.061, -0.171, -0.020], [-0.227, 0.271, 0.041], [0.028, -0.091, 0.123], [0.149, 0.013, -0.078], [-0.075, -0.104, -0.087], [0.052, -0.047, 0.007], [0.074, 0.079, 0.131], [-0.047, 0.035, -0.030], [-0.119, 0.080, -0.011], [0.118, 0.075, -0.039], [0.011, -0.002, 0.105], [-0.006, -0.101, -0.038]],
  "lowdin_charge": [-0.052, -0.241, -0.074, -0.386, -0.045, -0.234, 0.025, 0.085, 0.083, 0.087, 0.121, 0.115, 0.124, 0.086, 0.077, 0.098, 0.131]
}

***

{
  "formula": "C5H10O2P",
  "method": "ωB97M-V/def2-TZVPD",
  "total_charge": -1,
  "mol_weight_g_mol": 133.11,
  "smiles": "CC(C)(C)PC(=O)[O-]",
  "spin_multiplicity": 1,
  "e_above_lowest_kj_mol": 175.42,
  "e_lumo_ev": 3.57,
  "largest_force_ha_per_bohr": 0.133,
  "symbols": ["C", "C", "C", "C", "C", "O", "O", "P", "H", "H", "H", "H", "H", "H", "H", "H", "H", "H"],
  "positions_angstrom": [[2.69151, 0.09725, 0.03958], [-0.41894, 0.58422, 1.23282], [-0.42049, 0.87400, -1.28108], [-1.55808, -1.04977, -0.18597], [-0.33493, -0.15806, -0.06857], [3.68363, -0.51101, 0.39692], [2.40891, 1.27869, 0.00121], [1.18451, -1.24456, -0.25648], [-0.52732, -0.07350, 2.12309], [0.43783, 1.30842, 1.24990], [-1.25959, 1.11119, 1.39436], [-0.23902, 0.42000, -2.38001], [0.43585, 1.64684, -1.26891], [-1.31281, 1.29044, -1.30646], [-1.58915, -1.51150, -1.24954], [-1.64627, -1.77060, 0.65301], [-2.60432, -0.54858, -0.06349], [1.06869, -1.74351, 0.96964]],
  "forces_ev_per_a": [[-1.229, -1.299, 1.079], [3.461, -0.718, 0.650], [6.295, -2.200, -1.622], [-2.281, -0.571, -1.115], [-0.911, 0.470, -1.699], [1.272, -0.689, -0.078], [-0.331, 1.291, -0.620], [0.325, 1.683, -2.410], [1.087, -0.099, -0.459], [-0.544, -0.863, 0.616], [-3.385, 2.328, -0.402], [-0.519, 0.298, 2.496], [-1.452, -1.086, 0.512], [-4.288, 2.230, 0.029], [0.035, 0.196, 1.960], [0.560, -0.230, -0.742], [1.732, 0.027, -0.383], [0.172, -0.768, 2.186]],
  "lowdin_charge": [-0.908, -0.141, -0.116, -0.204, -0.834, -0.120, -0.092, 0.950, 0.085, 0.087, 0.016, 0.107, 0.083, -0.013, 0.084, 0.060, 0.088, -0.132]
}